No. 1
{"formula": "C8H9N2O", "method": "the ωB97M-V functional and the def2-TZVPD basis", "species": ["C", "C", "C", "C", "C", "C", "C", "C", "N", "N", "O", "H", "H", "H", "H", "H", "H", "H", "H", "H"], "xyz": [[0.106030, -1.175644, 1.551827], [0.554524, -2.222611, 0.856521], [-0.223214, -0.123754, 0.619705], [0.589570, -1.772332, -0.631238], [-0.575149, 1.120695, 0.788762], [-0.084591, 1.921372, -1.359905], [1.119167, -2.621226, -1.651526], [-1.223061, 3.400157, -0.065740], [0.131557, -0.585100, -0.749563], [-0.714150, 2.073155, -0.304467], [0.443157, 1.798275, -2.381246], [-0.139571, -0.993250, 2.607938], [0.842391, -3.226844, 1.134062], [-1.042506, 1.493458, 1.729099], [1.427318, -3.530533, -1.135050], [0.325806, -3.105075, -2.233216], [1.849863, -2.223955, -2.313790], [-0.504096, 4.069224, 0.469212], [-2.177140, 3.271885, 0.493033], [-1.364420, 3.865728, -1.107001]], "forces_ev_per_angstrom": [[-1.0, -0.1, 1.3], [0.0, 0.5, -1.4], [1.7, -1.7, -3.2], [-0.6, 0.8, 2.9], [-1.9, 1.5, 1.5], [2.4, -1.9, -4.8], [-0.7, -2.6, -0.4], [-1.0, 2.4, -0.8], [-0.5, 1.5, 1.2], [0.3, -1.0, 2.1], [-1.2, 0.9, 2.3], [0.5, -0.7, -0.5], [0.0, 0.2, 0.4], [0.9, -0.1, -0.8], [1.0, 0.1, -0.1], [-0.3, 0.7, -0.3], [0.6, 0.4, -0.4], [-0.5, -0.9, -0.2], [0.6, 0.4, -0.6], [-0.3, -0.5, 1.7]], "mulliken_charge": [-1.12, -0.27, 0.71, 0.65, -0.30, 0.90, -1.18, -0.91, -0.51, 0.09, -0.23, 0.39, 0.40, 0.34, 0.34, 0.31, 0.34, 0.35, 0.35, 0.36], "fmax_ev_per_a": 5.68, "charge": 1, "multiplicity": 1, "e_homo_ev": -13.59}

No. 2
{"formula": "C8H9N2O4P", "method": "the ωB97M-V functional and the def2-TZVPD basis", "species": ["H", "N", "C", "C", "O", "P", "O", "C", "C", "C", "C", "N", "O", "O", "C", "C", "H", "H", "H", "H", "H", "H", "H", "H"], "xyz": [[1.319608, -1.170046, -4.106075], [1.450105, -0.971824, -2.988950], [2.393050, -0.227929, -2.651906], [2.403734, 0.300245, -1.235373], [2.771010, 1.453492, -1.104813], [1.500831, -0.412093, 0.294219], [1.163450, -1.930974, -0.213249], [-0.118400, 0.359236, -0.384315], [-0.228644, 1.540974, 0.494454], [-1.089737, 1.596760, 1.542759], [-1.866764, 0.368651, 1.870734], [-1.103484, -0.316433, 2.974135], [-1.637797, -0.479577, 4.070638], [-0.013887, -0.742428, 2.659956], [-2.022451, -0.599991, 0.763743], [-1.198079, -0.677343, -0.286605], [3.005845, 0.325594, -3.355514], [1.211570, -1.959508, -1.158108], [-0.028110, 0.698791, -1.365101], [0.449370, 2.333435, 0.280461], [-1.107416, 2.532563, 2.024052], [-2.881783, 0.643966, 2.307550], [-2.847389, -1.396232, 0.687744], [-1.524631, -1.269330, -1.120437]], "forces_ev_per_angstrom": [[0.8, 0.8, 3.5], [-1.5, -2.0, -3.1], [0.1, 1.0, -0.2], [-0.1, 0.7, 0.8], [0.2, -0.4, -0.1], [0.2, -0.3, -1.6], [0.7, -0.5, 1.4], [0.4, -0.7, 1.4], [-2.1, -0.5, 1.4], [1.9, -0.5, -3.0], [-2.1, 1.1, 1.1], [-0.5, -1.2, 1.5], [0.5, 0.4, -1.1], [0.0, 0.0, 0.4], [-1.0, -2.3, -1.8], [-0.8, 2.2, 1.3], [0.5, 0.0, 0.0], [-0.3, -0.3, -1.3], [0.4, 0.3, -1.8], [0.3, 0.7, -0.1], [-0.5, 0.6, 1.3], [1.4, -0.5, -0.3], [0.9, 1.6, 1.0], [0.6, -0.4, -0.2]], "mulliken_charge": [0.25, -0.54, -0.13, 0.44, -0.50, 0.23, -0.52, 0.17, -0.79, -0.85, 0.14, 0.95, -0.64, -0.51, -0.67, -0.61, 0.42, 0.35, 0.83, 0.48, 0.43, 0.41, 0.25, 0.41], "fmax_ev_per_a": 4.01, "charge": 0, "multiplicity": 1, "e_homo_ev": -9.17}

What are the HOMO-LUMO gap values for these records? In order: 9.12; 8.76 eV.
What are the ΔE to the lowest compared entry with this formula, charge and spin values for these records? In order: 263.5; 384.9 kJ/mol.